No. 1
Formula: C3HBrN2O
Source: OMol25
Level of theory: ωB97M-V/def2-TZVPD

Atoms and positions in Å:
C1 0.244 0.744 0.001
Br1 -2.675 1.116 -0.004
N1 0.250 -1.614 0.028
C2 1.132 -0.439 -0.007
O1 2.317 -0.523 -0.045
C3 -1.020 0.352 0.004
H1 0.662 1.730 0.005
N2 -0.910 -1.365 0.018

The spin multiplicity is 1. The structure (SMILES) is O=C1C=C(Br)N=N1. The frontier orbital gap comes out at 8.31 eV. The calculation puts the electronic energy at -2873.59620 Ha.

Atom charges from the Löwdin analysis, given in e for atoms 1 to 4: -0.08 0.81 0.04 -0.42

---

No. 2
Formula: C3HBrN2O
Source: OMol25
Level of theory: ωB97M-V/def2-TZVPD

Atoms and positions in Å:
N1 0.308 2.251 0.699
C1 1.091 3.014 0.171
Br1 2.111 -0.867 -1.855
C2 0.862 0.439 -1.243
C3 0.030 0.134 -0.122
N2 -0.267 1.091 0.687
H1 -0.369 -0.809 -0.004
O1 1.639 4.010 -0.083

The spin multiplicity is 3. The frontier orbital gap (alpha / beta) comes out at 9.19 / 7.67 eV. Its expectation value of S² is 2.041. The calculation puts the electronic energy at -2873.48541 Ha.

Atom charges from the Löwdin analysis, given in e for atoms 1 to 4: 0.08 -0.28 0.65 -0.40

---

No. 3
Formula: C3HCl2NO
Source: OMol25
Level of theory: ωB97M-V/def2-TZVPD

Atoms and positions in Å:
H1 -0.554 -1.291 0.440
C1 0.058 -0.446 0.762
O1 0.847 1.632 -0.193
C2 -0.481 0.257 -1.543
Cl1 1.678 -1.056 1.184
Cl2 -0.728 0.313 2.169
C3 0.223 0.622 -0.324
N1 -1.044 -0.031 -2.495

The spin multiplicity is 1. The structure (SMILES) is N#CC(=O)C(Cl)Cl. The frontier orbital gap comes out at 10.27 eV. The calculation puts the electronic energy at -1165.25986 Ha.

Atom charges from the Löwdin analysis, given in e for atoms 1 to 4: 0.07 -1.02 0.14 -0.12